Entry 1:
# C14H19N9O3

The molecule C14H19N9O3 in a non-equilibrium geometry (ωB97M-V with the def2-TZVPD basis set, the Open Molecules 2025 dataset).

Lowest unoccupied orbital energy: 0.50 eV
Electronic energy: -34380.2630 eV
HOMO energy: -8.083 eV

Geometry as ORCA input:
```
! wB97M-V def2-TZVPD RIJCOSX def2/J DEFGRID3
* xyz 0 1
H -0.765 3.714 2.597
N 0.130 3.845 2.148
C 1.185 4.086 2.860
N 0.969 4.149 4.196
C 2.553 4.365 2.243
C 3.396 3.076 2.196
N 2.706 2.059 1.422
C 3.349 0.957 0.844
O 4.521 0.870 1.123
C 2.646 -0.036 -0.019
N 1.381 0.116 -0.390
C 1.009 -1.030 -1.047
N -0.278 -1.232 -1.490
C -1.004 -2.446 -1.533
O -0.493 -3.533 -1.352
C -2.479 -2.309 -1.698
N -3.049 -1.143 -1.925
C -4.401 -1.366 -2.009
N -5.322 -0.365 -2.121
C -4.928 0.933 -2.394
O -5.877 1.713 -2.519
C -4.695 -2.693 -1.895
N -3.471 -3.302 -1.632
C -3.300 -4.708 -1.294
C 2.051 -1.889 -1.106
N 3.121 -1.283 -0.497
C 4.433 -1.850 -0.356
H 1.757 4.100 4.811
H 0.015 4.029 4.565
H 3.078 5.048 2.904
H 2.426 4.834 1.248
H 3.539 2.748 3.262
H 4.375 3.307 1.757
H 1.746 2.237 1.146
H -0.895 -0.427 -1.446
H -6.319 -0.547 -2.006
H -3.908 1.244 -2.568
H -5.681 -3.133 -1.962
H -2.968 -5.295 -2.171
H -2.625 -4.793 -0.412
H -4.251 -5.078 -0.945
H 2.010 -2.909 -1.516
H 4.454 -2.707 -1.056
H 4.589 -2.169 0.647
H 5.273 -1.186 -0.609
*
```



Entry 2:
# C14H19NO

The molecule C14H19NO in a non-equilibrium geometry (ωB97M-V with the def2-TZVPD basis set, the Open Molecules 2025 dataset).

Lowest unoccupied orbital energy: 0.90 eV
Electronic energy: -18362.5010 eV
HOMO energy: -8.578 eV

Geometry as ORCA input:
```
! wB97M-V def2-TZVPD RIJCOSX def2/J DEFGRID3
* xyz 0 1
C -2.316 2.979 1.208
C -2.458 1.578 0.637
C -3.614 0.866 0.361
C -3.524 -0.351 -0.245
C -2.301 -1.017 -0.541
C -2.406 -2.344 -1.296
C -1.087 -0.414 -0.053
C 0.250 -1.062 -0.192
C 1.178 -0.340 -1.197
C 2.584 -0.745 -0.822
C 3.515 0.517 -0.638
C 3.385 0.761 0.856
N 3.290 -0.629 1.357
C 2.449 -1.354 0.540
O 1.116 -1.088 0.922
C -1.229 0.905 0.505
H -1.307 3.171 1.609
H -2.464 3.792 0.412
H -2.982 3.156 2.049
H -4.519 1.375 0.576
H -4.494 -0.761 -0.474
H -3.333 -2.327 -1.947
H -2.850 -3.047 -0.536
H -1.521 -2.725 -1.894
H 0.141 -2.116 -0.455
H 1.074 0.746 -0.968
H 0.926 -0.466 -2.204
H 2.930 -1.429 -1.548
H 4.548 0.378 -0.919
H 3.105 1.308 -1.262
H 2.430 1.036 1.082
H 4.107 1.394 1.346
H 2.911 -0.667 2.296
H 2.772 -2.478 0.609
H -0.307 1.402 0.826
*
```



Entry 3:
# C14H19NO5S

The molecule C14H19NO5S (ωB97M-V with the def2-TZVPD basis set, the Open Molecules 2025 dataset).

Lowest unoccupied orbital energy: 0.59 eV
Electronic energy: -37388.9108 eV
HOMO energy: -9.186 eV

Geometry as ORCA input:
```
! wB97M-V def2-TZVPD RIJCOSX def2/J DEFGRID3
* xyz 0 1
C -6.096 -1.350 0.877
O -5.552 -0.433 -0.045
C -4.249 -0.086 0.067
C -3.782 0.828 -0.886
C -2.469 1.241 -0.867
C -1.612 0.750 0.104
S 0.105 1.246 0.066
O 0.195 2.633 -0.300
O 0.731 0.839 1.302
C 0.802 0.244 -1.288
C 0.877 -1.223 -0.860
O 0.053 -2.052 -1.642
C 2.335 -1.734 -0.865
N 3.189 -1.008 0.028
C 3.140 -1.168 1.467
C 4.409 -0.449 1.931
C 4.600 0.627 0.864
C 3.959 0.028 -0.371
O 4.087 0.391 -1.523
C -2.060 -0.142 1.055
C -3.378 -0.565 1.044
H -5.588 -2.318 0.827
H -7.137 -1.474 0.587
H -6.049 -0.965 1.900
H -4.476 1.193 -1.625
H -2.096 1.957 -1.582
H 1.773 0.667 -1.533
H 0.124 0.379 -2.127
H 0.478 -1.311 0.156
H 0.395 -2.067 -2.544
H 2.336 -2.795 -0.593
H 2.753 -1.619 -1.872
H 2.246 -0.679 1.869
H 3.127 -2.229 1.730
H 5.256 -1.137 1.924
H 4.302 -0.036 2.931
H 4.037 1.531 1.110
H 5.637 0.901 0.686
H -1.374 -0.488 1.812
H -3.713 -1.261 1.796
*
```



lowest unoccupied orbital energy of number 1 (C14H19N9O3)?
0.50 eV